# C4H13NPS2

The ion C4H13NPS2 with charge +1 in a non-equilibrium geometry (ωB97M-V/def2-TZVPD, the Open Molecules 2025 dataset).

Computed properties:
LUMO in eV: -3.41
Total charge: +1
Structure (SMILES): CS[C@@](C)([NH3+])CPS
HOMO-LUMO gap in eV: 9.21

Last columns: bonded neighbours and bond lengths (Å).
Atoms and positions in Å:
1 C 0.4462 0.7652 -0.7232  C4 1.510, H9 1.105, H10 1.073, H11 1.125
2 C 2.3183 -1.4078 0.3365  S8 1.808, H12 1.051, H13 1.082, H14 1.165
3 C -1.3375 -0.5369 0.6712  C4 1.645, P6 1.905, H15 1.140, H16 1.054
4 C -0.2980 -0.5436 -0.6036  C1 1.510, C3 1.645, N5 1.505, S8 1.982
5 N -1.0494 -0.8662 -1.8668  C4 1.505, H17 1.074, H18 1.064, H19 1.034
6 P -2.6625 0.8229 0.8330  C3 1.905, S7 2.085, H20 1.411
7 S -2.8065 1.7543 -1.0263  P6 2.085, H21 1.327
8 S 0.8051 -2.1631 -0.3037  C2 1.808, C4 1.982
9 H 1.4567 0.5475 -1.1134  C1 1.105
10 H 0.6931 1.3427 0.1473  C1 1.073
11 H -0.0111 1.5878 -1.3400  C1 1.125
12 H 2.8505 -2.1209 0.8953  C2 1.051
13 H 2.0204 -0.7974 1.1785  C2 1.082
14 H 2.8429 -0.8750 -0.5568  C2 1.165
15 H -0.6808 -0.4613 1.5995  C3 1.140
16 H -1.8716 -1.4444 0.7112  C3 1.054
17 H -0.3144 -1.1939 -2.5782  N5 1.074
18 H -1.5444 -0.0308 -2.3012  N5 1.064
19 H -1.6413 -1.6600 -1.5694  N5 1.034
20 H -3.6403 -0.1228 0.4573  P6 1.411
21 H -3.6986 2.5316 -0.4250  S7 1.327

=====

# C3H5IN2S

An isolated molecule of C3H5IN2S in a non-equilibrium geometry (ωB97M-V/def2-TZVPD, the Open Molecules 2025 dataset).

Computed properties:
LUMO in eV: -0.32
HOMO-LUMO gap in eV: 8.83

Last columns: bonded neighbours and bond lengths (Å).
Atoms and positions in Å:
1 C 0.2541 0.0161 -0.7304  C3 1.520, S6 1.760, H8 0.977
2 C -1.2763 -0.0845 0.7003  N4 1.354, I7 2.124, H9 1.134
3 C 1.4892 -0.6862 -0.1903  C1 1.520, H10 1.086, H11 1.092, H12 1.123
4 N -1.3545 1.2381 0.9788  C2 1.354, N5 1.179
5 N -0.8033 2.1573 0.4877  N4 1.179, S6 1.734
6 S 0.3387 1.7742 -0.7598  C1 1.760, N5 1.734
7 I -2.9924 -0.9226 -0.2289  C2 2.124
8 H -0.0977 -0.3422 -1.5689  C1 0.977
9 H -1.1267 -0.6652 1.6623  C2 1.134
10 H 1.9878 -0.0397 0.5255  C3 1.086
11 H 2.3589 -0.6805 -0.8511  C3 1.092
12 H 1.2223 -1.7648 -0.0253  C3 1.123